# 1
DFT (the ωB97M-V functional and the def2-TZVPD basis) results for a molecular structure, C37H61Cl8CuO26S at a distorted geometry.

Each line ends with the Löwdin spin population.
Geometry (Å):
Cu1 -1.000 -0.087 0.520  0.691
S1 -1.416 0.085 3.277  0.000
O1 -0.843 -0.978 2.501  0.082
O2 -2.370 -0.211 4.316  0.020
O3 -0.450 0.737 4.119  0.010
O4 -1.899 0.857 2.150  0.153
C1 -3.643 -2.306 -0.406  0.002
O5 -2.707 -1.214 -0.295  0.037
H1 -4.693 -2.016 -0.451  0.000
H2 -3.432 -2.937 -1.269  0.002
H3 -3.430 -2.914 0.473  0.000
C2 2.446 2.840 -4.141  0.000
C3 0.934 2.484 -3.980  0.000
C4 0.424 1.378 -4.918  0.000
O6 -0.203 0.446 -3.997  0.000
C5 0.168 0.756 -2.721  0.000
O7 -0.104 0.074 -1.723  0.000
O8 0.678 1.994 -2.676  0.000
H4 2.791 3.644 -3.491  0.000
H5 2.464 3.270 -5.143  0.000
H6 3.035 1.927 -4.054  0.000
H7 0.365 3.400 -4.138  0.000
H8 1.208 0.887 -5.493  0.000
H9 -0.243 1.728 -5.705  0.000
C6 2.337 -1.298 3.293  0.000
C7 1.807 -2.446 4.138  0.000
C8 1.909 -3.818 3.480  0.000
O9 2.393 -4.634 4.508  0.000
C9 3.014 -3.899 5.380  0.000
O10 3.604 -4.343 6.392  0.000
O11 2.724 -2.640 5.197  0.000
H10 1.514 -0.991 2.646  0.000
H11 3.150 -1.584 2.626  0.000
H12 2.660 -0.440 3.881  0.000
H13 0.815 -2.195 4.514  0.000
H14 2.494 -3.785 2.561  0.000
H15 0.912 -4.162 3.202  0.000
C10 -1.876 -5.966 0.939  0.000
C11 -0.580 -5.248 1.091  0.000
C12 0.392 -5.609 -0.005  0.000
O12 0.852 -4.364 -0.471  0.000
C13 0.225 -3.322 0.214  0.000
O13 0.526 -2.135 0.108  0.001
O14 -0.767 -3.831 1.024  0.000
H16 -2.625 -5.642 1.661  0.000
H17 -1.814 -7.007 1.255  0.000
H18 -2.105 -5.926 -0.126  0.000
H19 -0.134 -5.483 2.057  0.000
H20 -0.081 -6.096 -0.857  0.000
H21 1.142 -6.299 0.383  0.000
C14 3.783 -4.403 -2.570  0.000
C15 2.945 -3.103 -2.706  0.000
C16 3.294 -2.046 -1.745  0.000
O15 3.156 -0.895 -2.603  0.000
C17 3.180 -1.237 -3.851  0.000
O16 3.167 -0.476 -4.802  0.000
O17 3.400 -2.510 -3.924  0.000
H22 4.839 -4.306 -2.820  0.000
H23 3.475 -5.091 -3.357  0.000
H24 3.682 -4.982 -1.652  0.000
H25 1.876 -3.317 -2.716  0.000
H26 4.274 -2.176 -1.288  0.000
H27 2.516 -2.062 -0.982  0.000
C18 0.202 4.514 2.788  0.000
C19 1.132 4.335 4.009  0.000
C20 1.951 3.102 4.303  0.000
O18 3.257 3.693 4.406  0.000
C21 3.272 4.994 4.313  0.000
O19 4.261 5.726 4.410  0.000
O20 2.027 5.446 4.087  0.000
H28 -0.416 5.412 2.826  0.000
H29 -0.479 3.674 2.650  0.000
H30 0.735 4.516 1.837  0.000
H31 0.542 4.334 4.926  0.000
H32 1.867 2.328 3.540  0.000
H33 1.685 2.696 5.278  0.000
C22 4.530 3.663 0.405  0.000
C23 3.528 2.714 -0.209  0.000
C24 4.103 1.331 -0.406  0.000
O21 3.051 0.553 -0.005  0.000
C25 2.104 1.257 0.702  0.000
O22 1.007 0.847 1.002  -0.001
O23 2.509 2.565 0.735  0.000
H34 4.802 3.366 1.417  0.000
H35 4.094 4.657 0.508  0.000
H36 5.481 3.681 -0.129  0.000
H37 3.122 3.013 -1.175  0.000
H38 4.961 1.215 0.256  0.000
H39 4.338 1.192 -1.461  0.000
C26 0.241 6.022 -1.917  0.000
C27 -0.545 5.373 -0.837  0.000
C28 -2.029 5.241 -1.090  0.000
O24 -2.366 3.926 -0.707  0.000
C29 -1.283 3.226 -0.575  0.000
O25 -1.362 2.005 -0.325  0.004
O26 -0.190 3.987 -0.679  0.000
H40 0.023 7.087 -1.996  0.000
H41 0.094 5.621 -2.920  0.000
H42 1.296 5.864 -1.694  0.000
H43 -0.225 5.853 0.088  0.000
H44 -2.273 5.462 -2.129  0.000
H45 -2.514 5.901 -0.371  0.000
Cl1 0.379 -2.815 -5.900  0.000
C30 -1.166 -2.766 -4.935  0.000
C31 -1.113 -3.363 -3.462  0.000
Cl2 -0.630 -5.047 -3.526  0.000
H46 -2.000 -3.240 -5.452  0.000
H47 -1.504 -1.730 -4.931  0.000
H48 -2.054 -3.248 -2.924  0.000
H49 -0.371 -2.896 -2.815  0.000
Cl3 -5.092 0.272 -4.765  0.000
C32 -3.955 0.710 -3.504  0.000
C33 -3.583 2.203 -3.475  0.000
Cl4 -2.546 2.780 -4.801  0.000
H50 -2.995 0.247 -3.733  0.000
H51 -4.249 0.225 -2.573  0.000
H52 -3.054 2.297 -2.526  0.000
H53 -4.459 2.850 -3.432  0.000
Cl5 -5.825 -3.227 4.275  0.000
C34 -4.375 -2.654 3.470  0.000
C35 -3.155 -3.092 4.174  0.000
Cl6 -2.963 -4.879 4.152  0.000
H54 -4.479 -1.570 3.423  0.000
H55 -4.389 -3.063 2.459  0.000
H56 -3.098 -2.757 5.209  0.000
H57 -2.251 -2.780 3.652  0.000
Cl7 -5.703 2.631 -0.621  0.000
C36 -4.718 1.970 0.677  0.000
C37 -5.602 1.385 1.792  0.000
Cl8 -6.532 -0.028 1.306  0.000
H58 -4.062 2.741 1.082  0.000
H59 -4.064 1.270 0.158  0.000
H60 -6.190 2.120 2.341  0.000
H61 -4.886 0.990 2.513  0.000

Output
* orbital gap (spin up / spin down): 6.575 / 6.104 eV
* ⟨S²⟩: 0.753
* strongest force on any atom: 5.76 eV Å⁻¹
* LUMO energy (spin up / spin down): 0.0528 / 0.0410 Ha
* total charge: -1
* E: -248249.2112 eV
* spin multiplicity: 2

---

# 2
DFT (the ωB97M-V functional and the def2-TZVPD basis) results for a molecular structure, C29H22MnN3O9S at a distorted geometry.

Each line ends with the Löwdin spin population.
Geometry (Å):
Mn1 -0.467 2.369 -0.981  4.730
O1 -0.393 6.720 -1.043  0.002
C1 -0.730 5.471 -1.364  0.004
O2 0.081 4.649 -1.710  0.020
C2 -2.161 5.135 -1.235  0.004
C3 -3.190 6.005 -0.915  0.000
C4 -4.456 5.470 -0.721  0.002
C5 -4.649 4.104 -0.849  0.000
C6 -3.553 3.309 -1.166  0.004
N1 -2.353 3.823 -1.361  0.021
C7 -3.585 1.777 -1.254  0.004
O3 -4.681 1.228 -1.347  0.007
O4 -2.427 1.270 -1.210  0.036
H1 0.576 6.751 -1.034  0.000
H2 -2.998 7.066 -0.825  0.000
H3 -5.282 6.115 -0.450  0.000
H4 -5.609 3.633 -0.693  0.000
C8 0.998 -1.815 4.589  0.000
C9 1.116 -0.567 3.757  0.000
C10 2.286 -0.262 3.074  0.000
C11 2.361 0.856 2.258  0.000
C12 1.249 1.667 2.113  0.000
C13 0.073 1.384 2.791  0.000
C14 0.020 0.279 3.622  0.000
S1 1.321 3.071 1.015  0.005
O5 2.220 4.039 1.596  0.006
O6 -0.087 3.548 0.910  0.039
O7 1.742 2.550 -0.294  0.033
H5 1.809 -2.510 4.371  0.000
H6 0.051 -2.310 4.368  0.000
H7 1.018 -1.585 5.657  0.000
H8 3.142 -0.923 3.152  0.000
H9 3.266 1.098 1.714  0.000
H10 -0.782 2.027 2.647  0.000
H11 -0.909 0.034 4.124  0.000
O8 0.485 1.136 -2.750  0.034
C15 0.510 0.164 -1.981  0.006
N2 1.013 -1.074 -2.287  0.002
C16 0.685 -2.010 -1.228  0.002
C17 -0.015 -1.034 -0.209  0.005
O9 -0.490 -1.437 0.833  0.002
N3 0.035 0.211 -0.715  0.029
C18 1.899 -2.546 -0.489  0.000
C19 3.110 -1.860 -0.521  0.000
C20 4.182 -2.289 0.246  0.000
C21 4.056 -3.403 1.064  0.000
C22 2.848 -4.084 1.108  0.000
C23 1.776 -3.660 0.338  0.000
C24 -0.239 -3.096 -1.746  0.000
C25 0.293 -4.051 -2.612  0.000
C26 -0.515 -5.026 -3.173  0.000
C27 -1.869 -5.061 -2.867  0.000
C28 -2.401 -4.117 -2.002  0.000
C29 -1.594 -3.135 -1.443  0.000
H12 1.149 -1.371 -3.237  0.000
H13 3.198 -0.975 -1.138  0.000
H14 5.118 -1.744 0.214  0.000
H15 4.893 -3.731 1.670  0.000
H16 2.742 -4.951 1.751  0.000
H17 0.831 -4.184 0.391  0.000
H18 1.354 -4.029 -2.836  0.000
H19 -0.089 -5.761 -3.846  0.000
H20 -2.505 -5.822 -3.303  0.000
H21 -3.457 -4.140 -1.761  0.000
H22 -2.019 -2.395 -0.778  0.000

Output
* orbital gap (spin up / spin down): 7.855 / 8.106 eV
* ⟨S²⟩: 8.752
* strongest force on any atom: 1.00 eV Å⁻¹
* LUMO energy (spin up / spin down): 0.0761 / 0.0753 Ha
* total charge: -1
* E: -95491.2649 eV
* spin multiplicity: 6

---

Q: The highest E belongs to which entry?
A: C29H22MnN3O9S